Entry 1:
Formula: C34H45O2SbSe5V
Source: the OMol25 dataset
Level of theory: the ωB97M-V functional and the def2-TZVPD basis

```
! RIJCOSX wB97M-V def2-TZVPD def2/J DEFGRID3
* xyz -1 1
V 1.0544 0.2603 0.0347
C 4.6838 -5.7674 0.1503
C 3.3702 -5.8936 -0.6338
C 2.4047 -6.7677 0.1683
C 3.6413 -6.5957 -1.9711
C 2.8035 -4.4977 -0.8814
C 1.6331 -4.0433 -0.3042
C 1.2029 -2.7489 -0.5635
Se -0.3169 -2.0227 0.3492
C 0.3557 -1.9264 2.1392
C 0.6132 -3.0763 2.8697
C 1.1627 -2.9754 4.1342
C 1.4089 -1.6857 4.6206
C 1.1503 -0.5147 3.9200
C 0.6053 -0.6316 2.6205
O 0.4001 0.4309 1.8178
C 1.4650 0.8600 4.5196
C 2.5185 1.5875 3.6772
C 2.0120 0.7474 5.9452
C 0.1788 1.6997 4.5706
C 1.4972 -4.2396 4.9256
C 2.5660 -5.0352 4.1601
C 0.2383 -5.1029 5.0825
C 2.0366 -3.9279 6.3218
C 1.8580 -1.8687 -1.4361
O 1.3655 -0.6259 -1.6139
C 3.0699 -2.3121 -2.0122
C 3.4917 -3.5964 -1.7047
C 3.9815 -1.4570 -2.9100
C 4.1819 -2.1805 -4.2513
C 5.3396 -1.2861 -2.2119
C 3.4497 -0.0541 -3.2249
H 5.1145 -6.7542 0.3386
H 4.5106 -5.2763 1.1102
H 5.4162 -5.1757 -0.4014
H 2.8392 -7.7593 0.3095
H 1.4524 -6.8865 -0.3523
H 2.2052 -6.3528 1.1596
H 4.0320 -7.6005 -1.7927
H 4.3725 -6.0568 -2.5745
H 2.7225 -6.6814 -2.5543
H 1.0475 -4.6731 0.3493
H 0.3849 -4.0423 2.4375
H 1.8391 -1.5891 5.6040
H 3.4179 0.9754 3.5640
H 2.7992 2.5207 4.1692
H 2.1406 1.8444 2.6920
H 2.9590 0.2027 5.9784
H 1.3029 0.2630 6.6215
H 2.1992 1.7531 6.3238
H -0.2341 1.8608 3.5771
H 0.3969 2.6787 5.0015
H -0.5743 1.2089 5.1942
H 2.2150 -5.3001 3.1598
H 2.8157 -5.9583 4.6894
H 3.4763 -4.4432 4.0458
H -0.1636 -5.4097 4.1159
H -0.5426 -4.5515 5.6091
H 0.4683 -6.0069 5.6520
H 2.9591 -3.3462 6.2786
H 2.2568 -4.8628 6.8411
H 1.3089 -3.3744 6.9184
H 4.4317 -3.9226 -2.1325
H 4.6016 -3.1806 -4.1281
H 4.8667 -1.6059 -4.8790
H 3.2328 -2.2756 -4.7827
H 5.8527 -2.2395 -2.0698
H 5.2126 -0.8176 -1.2351
H 5.9846 -0.6447 -2.8169
H 2.4811 -0.0846 -3.7216
H 4.1627 0.4366 -3.8915
H 3.3490 0.5557 -2.3288
C 5.6383 0.2986 1.4336
C 5.1700 1.4615 0.8322
C 3.8627 1.5429 0.3798
C 2.9995 0.4526 0.5223
C 3.4825 -0.7116 1.1238
C 4.7950 -0.7903 1.5792
H 6.6593 0.2461 1.7910
H 5.8209 2.3198 0.7233
H 3.5181 2.4675 -0.0658
H 2.8423 -1.5804 1.2522
H 5.1474 -1.7026 2.0449
Se 1.6395 4.6460 2.4959
Sb 0.8747 5.2768 0.3412
Se 0.7941 2.2544 -0.6249
Se -1.4380 5.5963 -0.0670
Se 2.4908 5.9082 -1.2728
*
```

Properties
DFT total energy: -399044.593 eV
HOMO level (spin up / spin down): -0.1707 / -0.1707 Ha



Entry 2:
Formula: C34H46B2F4GeN4O4Si2V
Source: the OMol25 dataset
Level of theory: the ωB97M-V functional and the def2-TZVPD basis

```
! RIJCOSX wB97M-V def2-TZVPD def2/J DEFGRID3
* xyz 0 2
V -0.0672 -0.3024 0.0009
C 0.7228 2.6056 -2.7338
C 1.0890 1.6735 -1.6366
N 0.4501 1.5115 -0.3333
O -0.2546 2.6139 0.1114
B -1.7302 2.4112 -0.0471
F -2.3598 3.5707 0.2730
F -1.9740 1.9836 -1.3764
O -2.2645 1.3153 0.8651
N -1.9494 0.1087 0.3355
C -2.8599 -0.7615 0.0999
C -4.2933 -0.6358 0.4698
C -2.2818 -1.9500 -0.5436
N -1.0105 -1.8439 -0.7342
O -0.4038 -2.8589 -1.3760
B 0.6857 -2.3356 -2.2973
F 1.0995 -3.3445 -3.1027
F 0.1085 -1.2492 -3.0127
O 1.8169 -1.8224 -1.4843
N 1.4364 -0.6678 -0.8424
C 2.0277 0.5195 -1.4096
C 3.1400 0.3728 -2.4119
C -3.0237 -3.1561 -0.9908
H -0.1981 3.1193 -2.4650
H 0.5473 2.0458 -3.6518
H 1.5034 3.3482 -2.8968
H -4.5139 0.3959 0.7306
H -4.4972 -1.2729 1.3337
H -4.9322 -0.9520 -0.3538
H 3.9057 -0.3125 -2.0620
H 3.5860 1.3475 -2.6111
H 2.7228 -0.0271 -3.3361
H -4.0485 -3.1656 -0.6308
H -2.4988 -4.0486 -0.6513
H -3.0111 -3.1894 -2.0829
C 1.9359 1.6807 -0.4290
Ge 3.5208 2.6504 0.2458
C 3.6202 4.1566 -1.0103
C 4.4341 4.1753 -2.1390
C 4.3801 5.2420 -3.0259
C 3.4945 6.2858 -2.8048
C 2.6543 6.2608 -1.6996
C 2.7222 5.2045 -0.8045
C 3.6591 3.2675 2.1067
C 3.9455 4.5999 2.3858
C 4.2092 5.0024 3.6883
C 4.1903 4.0736 4.7168
C 3.9201 2.7390 4.4438
C 3.6663 2.3372 3.1432
C 4.8509 1.2033 0.1505
C 4.5028 -0.0475 0.6600
C 5.3945 -1.1062 0.5966
C 6.6447 -0.9267 0.0193
C 7.0091 0.3180 -0.4717
C 6.1184 1.3803 -0.3952
H 5.1085 3.3494 -2.3372
H 5.0244 5.2516 -3.8961
H 3.4599 7.1201 -3.4935
H 1.9409 7.0594 -1.5418
H 2.0618 5.1812 0.0568
H 3.9673 5.3258 1.5818
H 4.4322 6.0411 3.8966
H 4.3957 4.3865 5.7326
H 3.9078 2.0133 5.2470
H 3.4689 1.2924 2.9308
H 3.5145 -0.2113 1.0801
H 5.1069 -2.0777 0.9795
H 7.3353 -1.7578 -0.0437
H 7.9835 0.4621 -0.9211
H 6.4124 2.3565 -0.7651
C -0.5748 -3.5548 3.1347
Si 0.8746 -2.5067 2.4862
C 1.6355 -3.4773 1.0623
C 2.2278 -2.4981 3.8106
C 0.0705 -0.8331 2.0529
Si 0.0349 0.4946 3.4417
C 0.3085 2.3331 3.0921
C 1.2200 0.1500 4.8877
C -1.7043 0.4237 4.1969
H -0.2456 -4.5649 3.3891
H -1.3540 -3.6439 2.3714
H -1.0293 -3.1140 4.0254
H 2.0760 -4.3984 1.4520
H 2.4191 -2.9191 0.5481
H 0.8973 -3.7539 0.3119
H 2.6430 -3.5065 3.8745
H 1.8500 -2.2308 4.7961
H 3.0482 -1.8201 3.5630
H -0.9941 -1.1087 2.0709
H 1.0906 2.5365 2.3674
H 0.5926 2.8187 4.0281
H -0.6046 2.7988 2.7294
H 2.2416 -0.0688 4.5778
H 0.8745 -0.6750 5.5139
H 1.2487 1.0475 5.5086
H -2.4388 0.7998 3.4827
H -1.7461 1.0622 5.0828
H -1.9988 -0.5858 4.4962
*
```

Properties
⟨S²⟩: 0.9167
DFT total energy: -160341.103 eV
HOMO level (spin up / spin down): -0.3256 / -0.3309 Ha



Entry 3:
Formula: C34H46N2OP
Source: the OMol25 dataset
Level of theory: the ωB97M-V functional and the def2-TZVPD basis

```
! RIJCOSX wB97M-V def2-TZVPD def2/J DEFGRID3
* xyz 1 1
C 1.7767 4.7730 -1.5974
O 1.2241 3.4686 -1.4861
C 2.0368 2.3278 -1.2352
C 3.4137 2.3616 -1.8303
C 4.5099 2.5585 -1.0079
C 5.7925 2.5155 -1.5333
C 5.9615 2.2690 -2.8845
C 4.8709 2.0387 -3.7099
C 3.5924 2.0583 -3.1773
H 1.3757 5.1180 -2.5489
H 1.3555 5.4106 -0.8041
H 2.8753 4.8688 -1.6396
H 2.0542 2.1674 -0.1392
H 4.3392 2.7307 0.0437
H 6.6412 2.6455 -0.8828
H 6.9515 2.2328 -3.3222
H 4.9715 1.8166 -4.7657
H 2.7223 1.8692 -3.7890
C 3.1939 -2.2285 -1.8596
C 2.9128 -1.4194 -0.5936
C 4.1465 -0.5914 -0.2059
C 2.4335 -2.3123 0.5669
C 3.3338 -3.2031 1.1581
C 2.8925 -4.0800 2.1421
C 1.5639 -4.0762 2.5759
C 0.6658 -3.1530 2.0383
C -0.8021 -3.1475 2.4780
C -0.9668 -3.1246 3.9925
C -1.5693 -4.2863 1.8300
C 1.0979 -2.2854 1.0325
N 0.0893 -1.3850 0.4549
P -0.8020 -0.2617 1.4924
H 1.5931 1.4970 -1.7872
N -1.8079 0.0503 0.0761
C -3.0027 0.8945 0.2127
C -3.1650 2.0688 -0.5508
C -2.1243 2.5041 -1.5925
C -1.6107 3.9426 -1.3731
C -2.6726 2.3771 -3.0087
C -4.3312 2.8172 -0.3889
C -5.3174 2.3936 0.5025
C -5.1427 1.2324 1.2571
C -3.9731 0.4841 1.1312
C -3.7678 -0.8145 1.9205
C -4.5257 -1.9607 1.2743
C -4.0612 -0.6913 3.4132
C -1.8154 -1.0733 -0.7475
C -0.7546 -1.8809 -0.5412
H 2.3478 -2.8680 -2.1246
H 3.3910 -1.5486 -2.7000
H 4.0566 -2.8896 -1.7202
H 2.0869 -0.7360 -0.8121
H 3.9166 0.0485 0.6562
H 4.9884 -1.2304 0.0838
H 4.4637 0.0647 -1.0259
H 4.3808 -3.1809 0.8332
H 3.5932 -4.7839 2.5771
H 1.2146 -4.7786 3.3312
H -1.2751 -2.2114 2.1102
H -0.3331 -2.3508 4.4451
H -2.0070 -2.8938 4.2635
H -0.6984 -4.0993 4.4218
H -1.5157 -4.2361 0.7322
H -1.1260 -5.2391 2.1539
H -2.6296 -4.2790 2.1243
H -1.2718 1.8297 -1.4752
H -1.2148 4.0576 -0.3523
H -0.7906 4.1896 -2.0637
H -2.4193 4.6703 -1.5100
H -3.0677 1.3777 -3.1944
H -3.5023 3.0754 -3.1583
H -1.8825 2.5919 -3.7381
H -4.4442 3.7380 -0.9654
H -6.2235 2.9755 0.6151
H -5.9200 0.9019 1.9458
H -2.6921 -1.0850 1.8575
H -4.2120 -2.1052 0.2300
H -4.3778 -2.9085 1.8147
H -5.5984 -1.7191 1.2815
H -3.5526 0.1816 3.8438
H -5.1418 -0.5969 3.5874
H -3.6939 -1.5759 3.9564
H -2.5567 -1.1620 -1.5090
H -0.4686 -2.7417 -1.1061
*
```

Properties
ΔE to the lowest compared entry with this formula, charge and spin: 0.0 kcal per mole
DFT total energy: -50314.454 eV
HOMO level: -0.4184 Ha